[1]
{"formula": "C9H10N2O", "method": "ωB97M-V/def2-TZVPD", "species": ["C", "O", "C", "C", "C", "C", "C", "C", "C", "H", "H", "H", "H", "H", "H", "H", "H", "H", "N", "C", "N", "H"], "positions_angstrom": [[3.431367, 0.052849, 1.456343], [2.113859, 0.536596, 1.324806], [1.195691, -0.455558, 1.399827], [-0.184048, -0.209915, 1.363939], [-1.150755, -1.243852, 1.402104], [-2.490032, -0.950549, 1.352730], [-2.917183, 0.368074, 1.275843], [-1.990528, 1.398868, 1.238291], [-0.647063, 1.118785, 1.279144], [4.125353, 0.893889, 1.492822], [3.524787, -0.531490, 2.371714], [3.670413, -0.577708, 0.601541], [1.550682, -1.469370, 1.496470], [-0.825689, -2.267045, 1.463270], [-3.221063, -1.744712, 1.372217], [-3.969793, 0.591145, 1.225132], [-2.325159, 2.422883, 1.174240], [0.081323, 1.908426, 1.246306], [1.549406, -1.639404, 4.219002], [2.771304, -1.635751, 4.457724], [3.941178, -1.639058, 4.683891], [0.798450, -1.770404, 4.840887]], "forces_ev_per_angstrom": [[1.815, -0.651, 0.285], [-3.758, -2.158, 0.020], [2.110, 1.711, 0.761], [-1.222, 0.890, -0.188], [0.897, 0.056, -0.053], [-0.264, -0.045, 0.004], [0.188, -0.037, -0.069], [-0.119, 0.212, -0.009], [0.315, -0.191, 0.008], [-0.356, -0.009, -0.035], [0.065, 0.081, 0.091], [0.067, 0.049, -0.105], [0.319, -0.201, 0.028], [0.126, -0.255, 0.088], [0.018, -0.091, 0.023], [-0.174, 0.024, 0.041], [-0.011, 0.076, -0.001], [0.113, 0.236, 0.015], [-2.193, 0.461, -3.145], [3.554, -0.235, 1.964], [-1.241, 0.158, -0.753], [-0.248, -0.083, 1.033]], "orbital_gap_ev": 4.14, "total_charge": 0, "max_force_ev_per_a": 4.33, "molar_mass_g_mol": 162.19, "homo_energy_ha": -0.2421}


[2]
{"formula": "C3H10O3", "method": "ωB97M-V/def2-TZVPD", "species": ["O", "C", "C", "C", "H", "H", "H", "H", "H", "H", "H", "H", "O", "H", "H", "O"], "positions_angstrom": [[0.992133, -0.981080, -0.467604], [0.037634, -1.561138, 0.050421], [-1.056416, -0.920960, 0.708637], [-0.979911, 0.597874, 0.872219], [-0.066167, -2.611059, 0.173532], [-1.650153, -1.683361, 1.210718], [-2.144219, 0.063716, -1.711333], [-0.506456, 0.888409, -0.075956], [-0.230568, 0.722728, 1.595013], [-1.931232, 1.063750, 1.080547], [0.654795, -0.003809, -1.612848], [-0.657265, 0.827534, -2.609855], [0.896863, 0.794681, -2.248283], [2.012026, 0.360357, 0.484146], [2.747405, 1.430351, 1.372792], [1.881530, 1.012010, 1.177853]], "forces_ev_per_angstrom": [[-0.471, -1.487, 0.571], [0.376, 0.854, -0.138], [-0.757, 2.235, -0.967], [-0.625, -2.390, -1.478], [0.714, -1.538, -0.484], [-0.605, 0.732, 0.134], [0.829, -0.661, 0.556], [-0.345, 0.617, 0.541], [0.919, 0.710, 1.472], [0.022, 0.129, 0.091], [1.285, 2.191, -1.638], [4.287, -0.247, 1.286], [-5.937, -1.374, -0.098], [0.187, 0.073, -0.232], [-0.836, -0.549, -0.357], [0.957, 0.706, 0.741]], "orbital_gap_ev": 5.19, "total_charge": 0, "max_force_ev_per_a": 6.09, "molar_mass_g_mol": 94.11, "homo_energy_ha": -0.3260}


[3]
{"formula": "C30H50P2SeTl", "method": "ωB97M-V/def2-TZVPD", "species": ["Tl", "C", "C", "C", "C", "C", "C", "H", "H", "H", "C", "H", "H", "H", "C", "H", "H", "H", "C", "H", "H", "H", "C", "H", "H", "H", "C", "C", "C", "C", "C", "C", "C", "C", "H", "H", "H", "H", "H", "H", "H", "H", "H", "H", "H", "H", "P", "C", "H", "H", "H", "C", "H", "H", "H", "C", "H", "H", "H", "P", "C", "H", "H", "H", "C", "H", "H", "H", "C", "H", "H", "H", "Se", "C", "C", "C", "C", "C", "C", "H", "H", "H", "H", "H"], "positions_angstrom": [[0.097188, -0.105694, -0.965102], [-2.340492, 1.640019, 0.273462], [-2.829071, 0.745332, -0.719031], [-2.502328, -0.461558, 1.215004], [-2.214485, 0.908945, 1.489441], [-2.911301, -0.559462, -0.140467], [-2.009427, 3.074697, 0.057378], [-1.569576, 3.262973, -0.937744], [-1.292384, 3.450756, 0.803208], [-2.928450, 3.684847, 0.133703], [-1.971364, 1.479045, 2.835952], [-1.707868, 2.544292, 2.792672], [-1.153045, 0.962944, 3.368950], [-2.881836, 1.365609, 3.454472], [-2.430152, -1.598690, 2.166781], [-3.442706, -1.846564, 2.537144], [-1.786535, -1.373680, 3.029292], [-2.013484, -2.509082, 1.699137], [-3.358509, -1.786600, -0.854582], [-4.466079, -1.859967, -0.838214], [-2.962865, -2.700343, -0.390800], [-3.047221, -1.799769, -1.916238], [-3.161149, 1.101216, -2.133151], [-4.146440, 1.622369, -2.190099], [-3.210665, 0.218974, -2.789833], [-2.421590, 1.780050, -2.592982], [1.550615, 0.534991, -3.399093], [0.479624, 1.345794, -3.512321], [-0.214295, 1.557029, -4.813141], [-1.100866, 0.422851, -5.402455], [-1.193221, -0.852567, -4.624835], [-0.152017, -1.687416, -4.505098], [1.168239, -1.402778, -5.150716], [2.056753, -0.282120, -4.539404], [0.545886, 1.817677, -5.563539], [-0.729213, 0.222443, -6.418109], [-0.850084, 2.448438, -4.716588], [2.327590, 0.405112, -5.354975], [2.228325, 0.543362, -2.525241], [0.132681, 2.010705, -2.710196], [2.997443, -0.754216, -4.223994], [1.752066, -2.335475, -5.152634], [-0.239067, -2.656459, -4.017591], [1.021125, -1.164013, -6.214402], [-2.119578, 0.812775, -5.543431], [-2.182943, -1.107593, -4.254969], [1.737613, 2.003318, 0.766641], [1.356828, 2.854570, 2.336399], [2.173009, 3.513425, 2.666212], [1.176042, 2.102683, 3.122814], [0.429738, 3.438984, 2.232601], [3.429334, 1.335263, 0.944576], [4.131293, 2.082576, 1.342708], [3.790906, 0.985436, -0.036349], [3.397302, 0.466837, 1.622937], [1.911398, 3.389176, -0.413410], [2.304523, 3.028162, -1.376867], [2.565742, 4.182082, -0.020245], [0.916530, 3.819872, -0.610760], [0.976480, -2.772481, -0.049393], [-0.282575, -3.861030, -0.804952], [0.134013, -4.757593, -1.284739], [-0.842302, -3.280586, -1.568390], [-1.012476, -4.171477, -0.036011], [2.506205, -2.858817, -1.043276], [2.283446, -2.867511, -2.124630], [3.133278, -3.723099, -0.770412], [3.091239, -1.943941, -0.845349], [1.386963, -3.557514, 1.547626], [1.646011, -4.625306, 1.468159], [0.523674, -3.438541, 2.220890], [2.210868, -3.005841, 2.029654], [1.021428, -0.551053, 2.838902], [0.985848, -0.255980, 4.679149], [-0.148357, -0.516233, 5.498752], [-0.126696, -0.196197, 6.852739], [1.020546, 0.360013, 7.423479], [2.152487, 0.617200, 6.642084], [2.148078, 0.296698, 5.289311], [-1.035915, -0.960809, 5.038683], [-1.015179, -0.387961, 7.458601], [1.037950, 0.593764, 8.484143], [3.048785, 1.064985, 7.072952], [3.018742, 0.477699, 4.659166]], "forces_ev_per_angstrom": [[-0.794, 0.000, 0.783], [0.097, -0.737, 0.128], [0.627, 1.494, 0.218], [-0.851, -1.379, -2.506], [0.056, 1.403, -1.053], [0.705, -0.939, 2.329], [-0.380, 0.646, 0.032], [-0.186, -0.113, 0.297], [-0.274, -0.116, -0.221], [0.460, 0.050, -0.084], [0.214, 0.129, 0.393], [-0.211, -0.284, 0.011], [-0.423, 0.127, -0.210], [0.336, 0.089, -0.182], [-0.227, -0.397, 0.528], [0.407, -0.046, -0.029], [-0.295, -0.023, -0.302], [-0.217, 0.342, 0.092], [-0.432, -0.357, -0.239], [0.495, -0.064, -0.086], [-0.160, 0.265, -0.046], [-0.123, 0.058, 0.420], [-0.318, 0.164, -0.340], [0.590, -0.331, 0.042], [-0.106, 0.256, 0.354], [-0.207, -0.099, 0.331], [-0.264, 0.886, -0.037], [0.965, -0.035, 0.044], [-0.421, 0.555, -0.430], [-0.436, 0.216, -0.354], [0.429, -0.524, -0.084], [-0.518, 0.300, -0.074], [0.303, -0.400, -0.294], [0.821, -0.213, -0.272], [-0.098, -0.051, 0.146], [-0.100, -0.144, 0.233], [0.228, -0.184, -0.035], [0.008, -0.094, 0.156], [-0.686, 0.046, -0.169], [0.398, -0.372, -0.060], [-0.176, 0.211, -0.111], [-0.128, 0.303, 0.001], [-0.237, 0.187, 0.101], [-0.137, -0.046, 0.247], [0.318, -0.065, 0.058], [0.224, -0.173, 0.176], [-0.446, -0.424, -0.357], [0.038, 0.027, 0.439], [-0.204, -0.088, -0.123], [0.124, 0.386, -0.277], [0.377, -0.136, -0.058], [0.356, 0.065, 0.188], [-0.088, -0.203, -0.147], [-0.121, 0.189, 0.278], [0.035, 0.410, -0.258], [0.084, 0.319, -0.110], [-0.046, 0.094, 0.326], [-0.131, -0.197, -0.203], [0.315, -0.119, 0.132], [-0.214, 0.391, 0.565], [-0.222, -0.187, -0.415], [-0.105, 0.164, 0.179], [0.330, -0.336, 0.360], [0.373, 0.141, -0.263], [0.433, -0.194, -0.179], [0.038, -0.109, 0.409], [-0.228, 0.212, -0.299], [-0.179, -0.338, -0.009], [0.104, -0.257, 0.276], [-0.032, 0.332, 0.000], [0.181, -0.152, -0.281], [-0.153, -0.283, -0.300], [-0.153, -0.380, 0.126], [0.316, 0.237, 1.136], [0.337, 0.157, -0.504], [-0.028, -0.165, -0.223], [0.106, 0.065, -0.147], [-0.010, -0.134, -0.209], [-0.594, -0.103, -0.148], [0.284, 0.192, 0.256], [0.350, 0.055, -0.141], [-0.036, 0.000, -0.158], [-0.302, -0.166, 0.003], [-0.164, -0.002, 0.233]], "orbital_gap_ev": [5.90, 5.39], "total_charge": 1, "max_force_ev_per_a": 2.98, "molar_mass_g_mol": 756.02, "homo_energy_ha": [-0.3584, -0.3620]}


Computed values of energy relative to the best compared isomer or geometry (same formula, charge and spin) (unit: kcal/mol) for the preceding records, in sequence: 117.0, 221.3, 0.0.